(1)
8
Properties=species:S:1:pos:R:3:lowdin_charge:R:1 method="wB97M-V/def2-TZVPD" homo_lumo_gap_ev="5.62 / 6.20" total_charge=+1 homo_energy_ha="-0.46513 / -0.47719"
N 2.845 -0.232 0.301 0.2257
N 2.178 0.616 0.010 0.3026
N -1.835 0.471 0.030 0.0123
C -0.765 -0.220 -0.161 -0.0381
H -2.688 0.319 -0.389 0.0697
H 3.049 -1.314 0.290 0.2566
H -1.842 1.395 0.689 0.1872
H -0.943 -1.035 -0.770 -0.0160

***

(2)
8
Properties=species:S:1:pos:R:3:lowdin_charge:R:1 method="wB97M-V/def2-TZVPD" homo_lumo_gap_ev=11.45 total_charge=+1 homo_energy_ha=-0.59646
N 0.470 0.485 -0.493 -0.0341
N -0.940 0.335 0.066 0.1189
N 1.387 0.169 0.603 0.1847
C 1.270 -0.678 -0.316 -0.0453
H -1.178 -0.420 0.803 0.1898
H 1.876 -1.494 -0.713 0.1504
H -1.192 1.199 0.762 0.2336
H -1.694 0.404 -0.712 0.2019

***

Stability, lowest: (1)

***

(1)
8
Properties=species:S:1:pos:R:3:lowdin_charge:R:1 method="wB97M-V/def2-TZVPD" homo_lumo_gap_ev="9.41 / 8.78" total_charge=+1 homo_energy_ha="-0.59173 / -0.62120"
N -2.468 0.233 -0.079 0.4217
N -1.434 0.230 0.313 -0.0085
N 1.321 -0.633 -0.744 0.1887
C -0.241 0.272 0.785 0.0747
H 0.703 -1.035 -1.453 0.0304
H 0.268 1.229 0.841 0.1314
H 1.752 0.211 -1.123 0.0330
H 0.099 -0.508 1.461 0.1286

***

(2)
8
Properties=species:S:1:pos:R:3:lowdin_charge:R:1 method="wB97M-V/def2-TZVPD" homo_lumo_gap_ev="9.45 / 9.42" total_charge=+1 homo_energy_ha="-0.60728 / -0.60578"
N -0.776 0.901 -0.026 0.0586
N -2.182 -0.287 0.020 0.3368
N 0.698 -0.847 0.044 0.1845
C 0.421 0.394 0.003 -0.2399
H 1.576 -1.219 -0.121 0.1096
H 0.133 -1.764 0.054 0.1946
H 1.326 0.989 -0.239 0.1846
H -1.198 1.834 0.265 0.1712

***

(3)
8
Properties=species:S:1:pos:R:3:lowdin_charge:R:1 method="wB97M-V/def2-TZVPD" homo_lumo_gap_ev=11.45 total_charge=+1 homo_energy_ha=-0.57548
N -1.351 0.678 0.093 0.2210
N -0.896 -0.716 -0.084 0.1427
N 1.381 0.160 0.150 0.2882
C 0.100 -0.005 0.155 -0.1919
H -1.234 -1.646 -0.263 0.1891
H 2.006 -0.547 0.290 0.1161
H 1.694 1.099 0.404 0.1704
H -1.699 0.976 -0.746 0.0645

***

Stability, lowest: (2)

***

(1)
25
Properties=species:S:1:pos:R:3:lowdin_charge:R:1 method="wB97M-V/def2-TZVPD" homo_lumo_gap_ev="7.04 / 8.18" total_charge=0 homo_energy_ha="-0.24116 / -0.27129"
O -1.273 -2.550 0.669 0.0067
C 1.647 -2.040 0.221 -0.1175
C 0.961 -0.963 0.992 -0.1207
C -1.630 1.733 -0.166 -0.0539
C -1.147 -1.221 0.445 -0.1697
C 0.851 1.946 0.088 -0.0613
C -0.294 0.995 -0.270 -0.5442
C -0.244 -0.161 0.862 -0.3096
C -0.088 0.486 -1.696 -0.0458
H 1.032 -2.798 -0.300 0.0790
H 1.810 1.452 -0.044 0.0817
H 1.291 -0.983 2.037 0.0975
H -2.462 1.057 -0.343 0.0756
H -1.779 -1.077 -0.425 0.1078
H 0.721 -0.238 -1.748 0.0783
H 0.160 1.332 -2.338 0.0866
H 2.231 -2.653 0.916 0.0729
H -1.680 2.532 -0.908 0.0878
H 0.777 2.279 1.124 0.0859
H 0.817 2.830 -0.553 0.0835
H -0.991 0.024 -2.090 0.0776
H -0.526 0.338 1.794 0.1455
H -0.758 -2.827 1.439 0.1073
H -1.762 2.173 0.820 0.0846
H 2.336 -1.664 -0.528 0.0644

***

(2)
25
Properties=species:S:1:pos:R:3:lowdin_charge:R:1 method="wB97M-V/def2-TZVPD" homo_lumo_gap_ev=9.10 total_charge=0 homo_energy_ha=-0.30563
O 1.629 0.116 1.695 -0.0831
C 1.694 2.421 -0.322 -0.0960
C 2.004 -1.078 -0.357 -0.0736
C -2.504 -0.366 1.034 -0.1022
C 0.479 1.811 -0.826 -0.1352
C -1.858 -1.887 -0.834 -0.0135
C -0.597 1.563 -1.363 0.0265
C -1.692 -0.747 -0.170 -0.3559
C 1.014 -0.708 0.724 -0.3444
H -3.534 -0.722 0.967 0.0750
H -2.541 0.718 1.141 0.0695
H 1.029 0.214 2.441 0.0933
H -0.145 -0.462 0.243 0.0823
H 1.502 -1.666 -1.124 0.0759
H -1.280 0.284 -0.819 0.0567
H -1.331 1.837 -2.089 0.0694
H 2.026 1.933 0.594 0.0601
H 2.820 -1.670 0.062 0.0779
H 2.497 2.331 -1.057 0.0865
H -2.474 -2.691 -0.447 0.0564
H -2.060 -0.775 1.945 0.0733
H 0.645 -1.620 1.212 0.1056
H -1.278 -2.123 -1.715 0.0498
H 1.521 3.481 -0.115 0.0884
H 2.437 -0.196 -0.821 0.0575

***

(3)
25
Properties=species:S:1:pos:R:3:lowdin_charge:R:1 method="wB97M-V/def2-TZVPD" homo_lumo_gap_ev=10.28 total_charge=0 homo_energy_ha=-0.34640
O -2.001 1.265 -1.582 -0.0824
C 0.769 -1.493 0.906 -0.1000
C -0.565 0.747 1.398 -0.0540
C 1.632 -1.354 1.919 -0.0091
C -0.324 -0.346 0.350 -0.4805
C 0.304 0.144 -0.950 -0.2928
C -1.629 -1.131 0.135 -0.0699
C -0.598 1.403 -1.588 -0.2048
C 1.743 0.664 -0.870 -0.0760
H 0.310 1.384 1.547 0.0745
H -2.233 0.513 -2.148 0.0949
H -1.567 -1.780 -0.745 0.0832
H 2.452 -0.150 -0.697 0.0728
H -1.855 -1.760 1.003 0.0859
H -2.491 -0.470 0.010 0.0735
H -0.347 2.326 -1.059 0.1146
H 0.731 -2.458 0.398 0.0976
H 2.032 1.140 -1.813 0.0780
H 0.259 -0.657 -1.696 0.1308
H 2.246 -2.186 2.257 0.0507
H -0.826 0.300 2.364 0.0899
H -0.267 1.520 -2.626 0.1073
H 1.866 1.404 -0.075 0.0776
H -1.402 1.393 1.112 0.0843
H 1.760 -0.416 2.451 0.0536

***

Stability, lowest: (2)

***

(1)
11
Properties=species:S:1:pos:R:3:lowdin_charge:R:1 method="wB97M-V/def2-TZVPD" homo_lumo_gap_ev=10.99 total_charge=0 homo_energy_ha=-0.39831
F 1.054 -0.041 -0.111 -0.1295
N -1.670 -0.888 0.781 0.1733
N -0.479 2.048 -0.851 0.1016
C 1.406 -1.294 0.291 -0.0914
C -1.414 0.156 0.382 -0.2134
C -1.416 1.480 -0.188 -0.2364
H 1.472 -1.321 1.322 0.0678
H 0.731 -1.986 -0.071 0.0470
H 0.349 1.374 -1.062 0.0831
H -2.324 2.072 -0.207 0.1018
H 2.291 -1.600 -0.286 0.0961

***

(2)
11
Properties=species:S:1:pos:R:3:lowdin_charge:R:1 method="wB97M-V/def2-TZVPD" homo_lumo_gap_ev=10.77 total_charge=0 homo_energy_ha=-0.35927
F -0.058 -3.283 -0.001 -0.0871
N 0.498 -2.070 -0.363 0.0384
N 0.404 1.364 0.800 0.0610
C -0.435 1.357 -0.369 -0.1185
C -0.037 -0.969 0.025 -0.1415
C 0.584 0.278 -0.156 -0.3076
H -0.052 1.080 1.638 0.0873
H -0.929 -1.083 0.684 0.1468
H -1.483 1.187 -0.519 0.1142
H 1.403 0.131 -0.699 0.1022
H 0.102 2.007 -1.040 0.1047

***

(3)
11
Properties=species:S:1:pos:R:3:lowdin_charge:R:1 method="wB97M-V/def2-TZVPD" homo_lumo_gap_ev=11.01 total_charge=0 homo_energy_ha=-0.37562
F -1.232 -1.926 -1.291 -0.0524
N 2.344 -0.716 -1.691 0.1655
N 0.709 0.792 0.621 0.0408
C 1.474 -0.709 -0.954 -0.2413
C 0.471 -0.523 0.026 -0.2999
C -1.174 -0.767 -0.593 -0.1153
H -2.094 -0.817 0.031 0.1227
H 0.536 -1.284 0.899 0.1676
H 0.931 1.571 0.017 0.0886
H 1.374 0.637 1.305 0.0437
H -1.320 0.003 -1.296 0.0800

***

Stability, lowest: (2)

***

(1)
19
Properties=species:S:1:pos:R:3:lowdin_charge:R:1 method="wB97M-V/def2-TZVPD" homo_lumo_gap_ev=9.55 total_charge=0 homo_energy_ha=-0.34019
S -2.824 -0.133 -0.306 0.3348
S -1.167 0.236 0.882 0.3646
O 2.944 -1.008 1.362 -0.0427
O 2.232 1.584 -0.014 -0.0508
O 1.091 -0.183 -2.345 -0.0598
O 1.551 -2.464 -0.617 -0.0445
C -1.205 2.037 0.807 -0.5217
H 0.151 -0.365 -2.336 0.0219
H 1.800 1.229 -0.800 0.0154
H -0.339 2.527 1.271 0.0261
H 1.827 -3.359 -0.790 0.0474
H -1.124 2.418 -0.215 0.0361
H 1.485 1.980 0.456 0.0128
H 1.858 -2.272 0.264 0.0013
H 2.769 -0.816 2.277 0.0419
H -2.083 2.455 1.293 0.0309
H 2.876 -0.196 0.861 0.0049
H -2.233 0.270 -1.431 -0.2131
H 1.358 -0.852 -1.700 -0.0054

***

(2)
19
Properties=species:S:1:pos:R:3:lowdin_charge:R:1 method="wB97M-V/def2-TZVPD" homo_lumo_gap_ev=9.44 total_charge=0 homo_energy_ha=-0.32836
S -0.381 2.698 -1.302 0.3023
S -2.060 1.838 -1.697 0.3349
O 2.495 -0.660 1.636 -0.0597
O 0.338 -2.130 -0.964 -0.0541
O 0.332 -2.287 1.860 -0.0740
O 1.757 0.122 -0.942 -0.1084
C -3.112 1.820 -0.249 -0.4836
H 2.522 -0.182 0.785 0.0195
H 1.259 -0.712 -1.016 -0.0059
H 3.364 -0.467 1.988 0.0475
H 0.314 -1.329 2.033 0.0482
H -2.825 1.291 0.659 0.0389
H -3.309 2.849 0.074 0.0321
H 1.742 0.446 -1.852 0.0490
H 0.669 1.971 -0.980 -0.2332
H -4.032 1.467 -0.704 0.0186
H -0.543 -2.221 -1.361 0.0726
H 1.282 -2.404 2.036 0.0439
H 0.188 -2.111 -0.005 0.0113

***

Stability, lowest: (2)